--- one ---
ORCA calculation (the ωB97M-V functional and the def2-TZVPD basis) on a single C10H11N3 molecule.

As for the lowest unoccupied orbital energy: 0.027 hartree. For the frontier orbital gap, the calculation gives 8.4 eV. The spin multiplicity is 1. As for the SMILES: C[C@]12C=CC3=NC=CN(N=C1)[C@@]32C.

Each line ends with the natural charge from an NBO analysis.
Cartesian coordinates (Å):
H -0.647 -3.057 -1.329  0.236
C 0.757 0.002 -0.729  -0.157
H 2.909 0.123 -0.596  0.225
H -3.358 1.898 -0.539  0.228
N -1.267 1.186 -0.364  -0.246
H 1.959 -0.333 1.050  0.239
C -0.519 0.055 0.120  0.038
H 0.237 -0.798 2.042  0.211
H 1.969 1.402 0.273  0.223
N -2.547 -1.270 -0.238  -0.392
N -0.619 1.867 -1.394  -0.207
C -0.443 -2.020 -1.216  -0.224
C -2.639 1.093 -0.215  -0.040
C 0.634 -1.325 -1.577  -0.160
H 1.472 -1.661 -2.321  0.229
C 1.959 0.248 0.063  -0.616
C -3.201 -0.122 0.101  -0.126
C -0.258 0.152 1.648  -0.611
C -1.271 -1.167 -0.322  0.227
H 1.284 1.566 -2.327  0.209
H 0.279 0.919 2.023  0.217
H -1.172 -0.008 2.210  0.234
H -4.079 -0.177 0.641  0.199
C 0.486 1.239 -1.584  0.064

***

--- two ---
ORCA calculation (the ωB97M-V functional and the def2-TZVPD basis) on a molecular structure, C10H11N3.

As for the lowest unoccupied orbital energy: -0.003 hartree. For the frontier orbital gap, the calculation gives 8.1 eV. The spin multiplicity is 1.

Each line ends with the natural charge from an NBO analysis.
Cartesian coordinates (Å):
H -2.957 0.149 -1.161  0.242
C 3.070 -0.530 -1.314  -0.480
H 1.183 -1.359 -3.685  0.216
C -0.870 0.480 3.211  0.229
H 1.741 -0.130 0.845  0.242
C -1.880 0.070 -0.682  -0.121
H 3.747 0.122 -2.313  0.241
C 1.843 -0.525 -3.439  -0.434
N 1.799 0.023 -2.050  -0.457
C 0.648 0.054 -1.289  0.227
C -0.789 0.071 -1.623  -0.275
H 1.218 0.290 -4.107  0.194
C 0.909 -0.155 0.163  -0.298
C -1.520 -0.002 0.658  -0.250
H -0.604 0.484 4.266  0.185
H -1.055 0.257 -2.609  0.208
H 2.924 -1.918 -1.205  0.231
H -3.655 0.023 1.514  0.211
C -2.467 0.087 1.577  0.144
C -0.167 -0.084 1.068  0.189
H 3.163 0.075 -0.124  0.256
N 0.276 0.483 2.417  -0.437
H 2.765 -0.409 -3.919  0.222
N -2.236 0.297 2.851  -0.485

***

Most favorable first, least favorable last: one, two

***

--- one ---
ORCA calculation (the ωB97M-V functional and the def2-TZVPD basis) on a gas-phase ion, C2H4N3O (charge +1).

Its net charge is +1. As for the lowest unoccupied orbital energy (spin up / spin down): -0.250 / -0.250 hartree. For the frontier orbital gap (spin up / spin down), the calculation gives 9.1 / 9.1 eV. The spin multiplicity is 1. As for the SMILES: C/[N+]([O-])=C/[N+]#N.

Each line ends with the natural charge from an NBO analysis.
Cartesian coordinates (Å):
H -1.148 0.097 1.534  0.259
O 1.366 -0.840 -0.266  -0.247
H 0.342 -0.869 1.947  0.269
H 0.522 0.805 1.707  0.278
N -0.055 0.266 -2.096  0.059
C -0.570 0.262 -0.860  -0.051
H -1.604 0.627 -0.756  0.295
N 0.910 0.042 -2.647  0.362
N 0.308 -0.295 0.041  0.240
C -0.072 -0.093 1.396  -0.464

***

--- two ---
ORCA calculation (the ωB97M-V functional and the def2-TZVPD basis) on a gas-phase ion, C2H4N3O (charge +1).

Its net charge is +1. As for the lowest unoccupied orbital energy (spin up / spin down): -0.274 / -0.265 hartree. For the frontier orbital gap (spin up / spin down), the calculation gives 8.5 / 8.6 eV. The spin multiplicity is 1.

Each line ends with the natural charge from an NBO analysis.
Cartesian coordinates (Å):
H -2.205 0.773 -0.811  0.282
H 1.311 1.166 -0.411  0.323
N -0.358 0.672 -1.447  -0.169
O 0.770 -1.232 1.608  -0.179
C 1.342 0.010 -0.281  -0.183
N -0.789 -0.164 0.574  -0.359
H -1.478 -0.468 1.290  0.460
H 2.132 -0.716 -0.662  0.311
N 0.504 -0.459 0.761  0.372
C -1.229 0.419 -0.621  0.141

***

--- three ---
ORCA calculation (the ωB97M-V functional and the def2-TZVPD basis) on 2 unconnected molecules or ions with the total composition C2H4N3O.

Its net charge is +1. As for the lowest unoccupied orbital energy: -0.177 hartree. For the frontier orbital gap, the calculation gives 10.9 eV. The spin multiplicity is 1.

Each line ends with the natural charge from an NBO analysis.
Cartesian coordinates (Å):
H 1.311 -1.280 0.573  0.267
C 0.261 1.417 -0.159  0.452
N -1.846 -0.216 0.243  -0.200
N -2.961 -0.346 0.176  0.468
C 1.851 -0.566 0.053  -0.456
O -4.111 -0.470 0.274  -0.255
H 2.829 -0.432 0.447  0.275
H -0.496 2.220 -0.544  0.346
N 1.095 0.637 -0.063  -0.179
H 2.066 -0.963 -1.000  0.281

***

Most favorable first, least favorable last: three, one, two

***

--- one ---
ORCA calculation (the ωB97M-V functional and the def2-TZVPD basis) on a gas-phase ion, C2H4N3O (charge +1).

Its net charge is +1. As for the lowest unoccupied orbital energy: -0.223 hartree. For the frontier orbital gap, the calculation gives 12.3 eV. The spin multiplicity is 1. As for the SMILES: C[n+]1cnon1.

Each line ends with the natural charge from an NBO analysis.
Cartesian coordinates (Å):
N -1.032 1.061 0.000  0.264
O -2.159 0.437 0.000  -0.003
H -0.214 -2.014 0.000  0.285
C -0.708 -1.060 0.000  0.162
N -0.104 0.177 0.000  -0.079
H 1.767 0.093 -0.887  0.266
H 1.386 1.590 0.006  0.277
C 1.281 0.506 0.000  -0.448
H 1.769 0.082 0.881  0.266
N -1.986 -0.873 0.000  0.010

***

--- two ---
ORCA calculation (the ωB97M-V functional and the def2-TZVPD basis) on a gas-phase ion, C2H4N3O (charge +1).

Its net charge is +1. As for the lowest unoccupied orbital energy (spin up / spin down): -0.271 / -0.271 hartree. For the frontier orbital gap (spin up / spin down), the calculation gives 8.4 / 8.4 eV. The spin multiplicity is 1. As for the SMILES: O=[N+]1CNC=N1.

Each line ends with the natural charge from an NBO analysis.
Cartesian coordinates (Å):
N 1.674 -0.696 0.114  0.414
H 0.892 1.160 -0.914  0.292
O 2.823 -0.866 -0.207  -0.111
C 0.663 0.148 -0.662  -0.150
N -0.452 0.256 0.247  -0.579
C -0.014 -0.588 1.512  0.375
H -1.490 0.484 0.086  0.480
H -0.797 -0.713 2.280  0.289
N 1.198 -0.966 1.316  -0.283
H 0.287 -0.389 -1.493  0.274

***

Most favorable first, least favorable last: one, two

***

--- one ---
ORCA calculation (the ωB97M-V functional and the def2-TZVPD basis) on a molecular structure, C3H8N2OS.

Its net charge is +1. Its expectation value of S² is 0.75. As for the lowest unoccupied orbital energy (spin up / spin down): -0.162 / -0.351 hartree. For the frontier orbital gap (spin up / spin down), the calculation gives 9.4 / 4.2 eV. The spin multiplicity is 2.

Each line ends with the Mulliken spin population.
Cartesian coordinates (Å):
S -2.732 0.911 0.009  0.999
C -0.600 -0.703 0.501  0.038
H -1.421 -0.639 -1.479  0.036
O 2.813 -0.400 -0.426  0.000
H -0.482 -0.044 1.328  -0.007
H -0.457 0.903 -1.071  0.034
H 0.950 -1.883 -0.568  0.000
H -1.469 -1.407 0.763  -0.008
H 1.737 0.256 1.299  0.002
H -3.243 1.434 -1.049  -0.013
H 2.275 1.669 0.402  0.000
N 1.310 1.239 0.539  0.003
C 1.716 -0.140 0.155  -0.001
N 0.770 -1.330 0.304  -0.002
C -1.166 0.135 -0.708  -0.082

***

--- two ---
ORCA calculation (the ωB97M-V functional and the def2-TZVPD basis) on a gas-phase ion, C3H8N2OS (charge +1).

Its net charge is +1. Its expectation value of S² is 0.75. As for the lowest unoccupied orbital energy (spin up / spin down): -0.176 / -0.350 hartree. For the frontier orbital gap (spin up / spin down), the calculation gives 9.0 / 4.2 eV. The spin multiplicity is 2.

Each line ends with the Mulliken spin population.
Cartesian coordinates (Å):
H 1.604 -0.492 2.762  -0.012
N 0.982 1.399 -1.046  0.008
C 0.363 0.355 0.975  -0.083
H 0.960 1.166 1.419  0.009
H -0.652 0.797 1.303  0.065
H -1.225 -2.100 0.013  0.000
N -1.640 -1.335 -0.489  0.006
O -1.992 0.652 -1.089  0.056
H 1.946 1.400 -0.691  -0.002
C -1.091 -0.053 -0.718  -0.013
C 0.302 0.225 -0.539  0.079
H 0.982 -0.867 -0.822  -0.002
S 0.835 -1.181 1.791  0.885
H 1.113 1.667 -2.045  0.002
H -2.487 -1.632 -0.825  0.002

***

Most favorable first, least favorable last: two, one